Formula: C5H8O2
Source: OMol25
Level of theory: ωB97M-V/def2-TZVPD

```
15
Properties=species:S:1:pos:R:3:lowdin_charge:R:1
O 2.99520 0.50163 0.48905 0.093
O -1.64300 0.95316 0.70214 -0.051
C 0.75231 0.16370 -1.10843 -0.041
C -1.47854 -0.09761 -0.22887 -0.244
C -0.08250 -0.64024 -0.12506 -0.332
C 1.89319 0.17589 0.13471 -0.312
C 0.80248 -0.28858 1.04905 -0.085
H 0.50957 1.22766 -1.16027 0.119
H 0.93015 -0.26988 -2.09447 0.108
H -0.01501 -1.70317 -0.35867 0.148
H 0.42053 0.56701 1.60704 0.126
H 1.08959 -1.07867 1.73211 0.123
H -2.58364 1.10361 0.83589 0.093
H -1.31992 0.23481 -1.34145 0.134
H -2.27040 -0.84934 -0.13278 0.120
```

Values from the calculation:
Calculated total energy = -9407.4979 eV
Frontier orbital gap = 9.8 eV
Strongest force on any atom = 3.5 eV/A
Relative energy (zero: lowest compared OMol25 entry of this formula, charge and spin) = 53.8 kcal per mole
SMILES = O=C1CC(CO)C1